Density functional theory data (the ωB97M-V functional and the def2-TZVPD basis) for C17H9Cl41FN2O as an isolated structure.

Cartesian coordinates (Å):
C (3.364, 0.765, 1.250)
C (2.589, 2.138, 0.691)
F (2.919, 2.327, -0.771)
C (0.946, 1.897, 0.729)
C (0.345, 0.626, -0.127)
N (-1.136, 0.811, 0.235)
C (-2.185, -0.185, -0.294)
C (-2.667, -1.038, 1.061)
O (-1.724, -1.863, 1.593)
Cl (-4.364, -0.820, 1.797)
C (-1.502, 2.000, 1.130)
N (-0.150, 2.668, 1.437)
H (4.089, 1.087, 2.113)
H (4.039, 0.288, 0.407)
H (2.559, -0.034, 1.607)
H (2.928, 3.083, 1.320)
H (0.871, -0.195, -0.779)
H (-1.696, -0.954, -1.061)
H (-3.110, 0.347, -0.789)
H (-2.574, 2.348, 1.510)
H (0.025, 3.503, 2.043)
C (-2.164, 0.062, -4.314)
Cl (-1.251, 0.808, -2.978)
Cl (-1.027, -0.681, -5.468)
Cl (-3.253, -1.190, -3.664)
Cl (-3.124, 1.310, -5.147)
C (-3.364, 3.350, 4.766)
Cl (-2.847, 3.062, 3.086)
Cl (-3.877, 5.047, 4.947)
Cl (-4.726, 2.272, 5.162)
Cl (-2.005, 3.020, 5.870)
C (3.474, -2.993, -0.289)
Cl (4.387, -2.247, 1.047)
Cl (4.611, -3.736, -1.443)
Cl (2.385, -4.244, 0.361)
Cl (2.514, -1.744, -1.122)
C (2.574, -1.159, 4.702)
Cl (2.989, -2.159, 6.118)
Cl (2.358, -2.208, 3.278)
Cl (1.062, -0.274, 5.023)
Cl (3.888, 0.003, 4.390)
C (1.374, -8.308, 1.285)
Cl (0.871, -6.615, 1.520)
Cl (1.277, -9.178, 2.837)
Cl (0.298, -9.089, 0.099)
Cl (3.051, -8.351, 0.684)
C (-4.326, 5.316, -4.813)
Cl (-3.911, 4.316, -3.397)
Cl (-4.542, 4.268, -6.237)
Cl (-5.838, 6.201, -4.492)
Cl (-3.012, 6.478, -5.124)
C (-5.138, 7.633, -0.643)
Cl (-4.625, 6.180, -1.539)
Cl (-6.113, 7.147, 0.768)
Cl (-3.701, 8.529, -0.091)
Cl (-6.115, 8.674, -1.709)
C (6.885, -5.619, -4.471)
Cl (7.923, -4.730, -5.615)
Cl (6.980, -4.853, -2.865)
Cl (5.200, -5.584, -5.047)
Cl (7.439, -7.308, -4.356)
C (3.585, -7.350, -8.179)
Cl (4.102, -7.638, -9.860)
Cl (3.072, -5.653, -7.998)
Cl (2.223, -8.428, -7.783)
Cl (4.944, -7.680, -7.075)
C (-3.615, 5.309, 8.935)
Cl (-4.363, 6.660, 8.045)
Cl (-3.702, 5.630, 10.685)
Cl (-4.485, 3.799, 8.564)
Cl (-1.909, 5.147, 8.444)

- Kohn-Sham gap: 0.300 Ha
- Highest occupied orbital energy: -12.1157 eV
- Electronic energy: -19804.9586 a.u.
- Maximum force: 0.18976 Eh/bohr
- Charge: +1


Density functional theory data (the ωB97M-V functional and the def2-TZVPD basis) for C18H10Cl5F5MnNO4PS2Te as an isolated structure.

Cartesian coordinates (Å):
Mn (0.757, 0.786, 0.177)
Cl (-0.804, -2.667, 6.613)
C (-0.411, -1.715, 5.236)
C (-0.221, -2.320, 3.995)
Cl (-0.377, -4.024, 3.838)
C (0.095, -1.552, 2.880)
Cl (0.326, -2.308, 1.350)
C (0.225, -0.157, 2.981)
O (0.534, 0.638, 1.968)
C (0.024, 0.437, 4.239)
Cl (0.180, 2.148, 4.356)
C (-0.288, -0.330, 5.352)
Cl (-0.523, 0.431, 6.875)
O (-0.801, 1.887, 0.052)
N (-1.648, 0.949, -0.119)
O (-1.053, -0.137, -0.112)
F (2.529, -1.285, -2.099)
Te (3.290, 0.345, -1.653)
F (4.762, -0.589, -0.966)
F (1.815, 2.185, 0.298)
F (2.379, -0.266, 0.205)
F (4.043, 0.205, -3.388)
O (0.977, 0.796, -1.634)
S (1.267, 4.257, -4.440)
P (1.938, 3.879, -2.643)
S (0.866, 2.080, -2.830)
C (1.485, 5.055, -1.369)
C (0.495, 4.825, -0.422)
C (0.211, 5.803, 0.523)
C (0.908, 7.001, 0.514)
C (1.889, 7.235, -0.444)
C (2.182, 6.266, -1.386)
C (3.704, 3.604, -2.471)
C (4.434, 3.198, -3.585)
C (5.764, 2.836, -3.438)
C (6.360, 2.881, -2.185)
C (5.638, 3.312, -1.076)
C (4.310, 3.681, -1.215)
H (-0.059, 3.894, -0.421)
H (-0.554, 5.622, 1.265)
H (0.687, 7.759, 1.253)
H (2.426, 8.174, -0.455)
H (2.948, 6.447, -2.131)
H (3.948, 3.140, -4.551)
H (6.329, 2.504, -4.298)
H (7.394, 2.584, -2.070)
H (6.108, 3.352, -0.103)
H (3.742, 4.000, -0.352)

- Kohn-Sham gap (alpha / beta): 0.220 / 0.237 Ha
- Highest occupied orbital energy (alpha / beta): -8.8882 / -8.8840 eV
- Relative energy (zero: lowest compared OMol25 entry of this formula, charge and spin): 0.00 kcal per mole
- Multiplicity: 4
- Expectation value of S²: 3.829
- Electronic energy: -6404.6808 a.u.
- Maximum force: 0.02321 Eh/bohr


Density functional theory data (the ωB97M-V functional and the def2-TZVPD basis) for the molecule C18H10N2O2S3.

Cartesian coordinates (Å):
N (-0.226, 0.495, -2.371)
N (1.951, -1.902, 1.252)
O (3.194, -3.098, 2.648)
O (4.210, -3.238, -2.012)
S (-2.464, 2.046, -3.940)
S (0.767, 0.544, 3.123)
S (1.741, -1.321, -2.635)
C (-3.504, 3.427, -3.853)
C (-0.415, 0.322, 4.430)
C (-3.533, 3.972, -2.586)
C (-1.607, -0.141, 3.938)
C (-2.599, 3.306, -1.682)
C (-1.635, -0.234, 2.496)
C (-1.963, 2.227, -2.260)
C (-0.416, 0.099, 1.923)
C (2.959, -2.776, 1.362)
C (0.627, -0.326, -1.781)
C (-1.026, 1.285, -1.621)
C (1.676, -1.482, -0.013)
C (3.759, -3.214, 0.325)
C (-1.069, 1.152, -0.213)
C (3.446, -2.835, -0.948)
C (2.359, -1.986, -1.144)
C (-0.246, 0.209, 0.449)
C (0.658, -0.506, -0.387)
H (2.442, -2.713, 3.079)
H (3.762, -2.906, -2.818)
H (-4.090, 3.739, -4.694)
H (-0.186, 0.416, 5.513)
H (-4.143, 4.874, -2.291)
H (-2.455, -0.444, 4.549)
H (-2.396, 3.605, -0.685)
H (-2.489, -0.554, 1.907)
H (4.589, -3.842, 0.547)
H (-1.674, 1.800, 0.393)

- Structure (SMILES): Oc1cc(O)c2sc3nc(-c4cccs4)cc(-c4cccs4)c3c2n1
- Kohn-Sham gap: 0.290 Ha
- Highest occupied orbital energy: -8.3520 eV
- Relative energy (zero: lowest compared OMol25 entry of this formula, charge and spin): 0.00 kcal per mole
- Electronic energy: -2146.5106 a.u.
- Maximum force: 0.04139 Eh/bohr


Density functional theory data (the ωB97M-V functional and the def2-TZVPD basis) for C18H11Cl2MoNO2 as an isolated structure.

Cartesian coordinates (Å):
Mo (0.215, -2.030, -1.406)
C (3.958, -0.149, -1.369)
C (3.444, 1.176, -1.616)
C (2.127, 1.453, -1.563)
C (1.183, 0.393, -1.251)
N (1.731, -0.895, -1.130)
C (3.099, -1.153, -1.137)
C (-1.025, 0.329, -1.473)
C (-1.968, 1.408, -1.733)
C (-3.237, 1.233, -1.284)
C (-3.633, -0.020, -0.744)
C (-2.795, -1.143, -0.667)
C (-1.515, -0.976, -1.125)
H (5.021, -0.334, -1.365)
H (4.148, 1.972, -1.822)
H (1.748, 2.457, -1.707)
H (3.395, -2.177, -0.952)
H (-1.629, 2.330, -2.192)
H (-3.971, 2.024, -1.363)
H (-4.660, -0.124, -0.411)
H (-3.186, -2.084, -0.306)
Cl (-0.478, 1.534, 4.770)
C (-0.329, 0.428, 3.473)
C (-0.326, -0.933, 3.726)
C (-0.208, -1.816, 2.666)
Cl (-0.212, -3.502, 2.947)
C (-0.081, -1.336, 1.362)
O (0.031, -2.283, 0.378)
C (-0.080, 0.058, 1.087)
C (0.017, 0.730, -0.261)
O (0.089, 0.036, -2.357)
C (-0.216, 0.913, 2.175)
H (-0.416, -1.310, 4.736)
H (-0.019, 1.806, -0.108)
H (-0.222, 1.984, 2.022)

- Kohn-Sham gap (alpha / beta): 0.199 / 0.203 Ha
- Highest occupied orbital energy (alpha / beta): -14.9643 / -14.8970 eV
- Electronic energy: -1885.5369 a.u.
- Maximum force: 0.00466 Eh/bohr
- Charge: +2


Density functional theory data (the ωB97M-V functional and the def2-TZVPD basis) for C18H11Cl6NOPd as an isolated structure.

Cartesian coordinates (Å):
Pd (-0.421, -0.757, -0.481)
Cl (1.334, 3.147, 5.204)
C (1.328, 2.300, 3.704)
C (1.322, 0.907, 3.679)
Cl (1.299, 0.023, 5.159)
C (1.329, 0.229, 2.469)
Cl (1.285, -1.498, 2.417)
C (1.320, 0.905, 1.230)
O (1.316, 0.276, 0.098)
C (1.314, 2.314, 1.290)
Cl (1.243, 3.159, -0.211)
C (1.331, 3.000, 2.497)
Cl (1.361, 4.721, 2.508)
Cl (-2.147, 3.789, 1.846)
C (-2.276, 2.238, 1.092)
C (-2.843, 2.159, -0.199)
C (-2.952, 0.955, -0.826)
C (-2.518, -0.242, -0.186)
C (-2.287, -1.483, -0.881)
C (-1.935, -0.135, 1.103)
C (-1.836, 1.124, 1.742)
H (-3.173, 3.068, -0.683)
H (-3.373, 0.893, -1.821)
H (-2.594, -1.530, -1.922)
H (-2.420, -2.411, -0.331)
H (-1.737, -1.031, 1.682)
H (-1.419, 1.199, 2.737)
C (2.336, -3.014, -3.801)
C (2.734, -1.831, -3.205)
C (1.910, -1.237, -2.265)
N (0.731, -1.769, -1.919)
C (0.347, -2.913, -2.496)
C (1.118, -3.567, -3.436)
H (2.964, -3.501, -4.536)
H (3.677, -1.363, -3.454)
H (2.178, -0.324, -1.750)
H (-0.610, -3.308, -2.184)
H (0.764, -4.492, -3.869)

- Kohn-Sham gap: 0.280 Ha
- Highest occupied orbital energy: -7.7666 eV
- Relative energy (zero: lowest compared OMol25 entry of this formula, charge and spin): 0.00 kcal per mole
- Electronic energy: -3711.5717 a.u.
- Maximum force: 0.00215 Eh/bohr